C27H76O12 | wB97M-V/def2-TZVPD

Each line ends with the Löwdin charge.
CARTESIAN COORDINATES (ANGSTROEM)
C (-0.753, 2.749, -2.144)  -0.05
C (-0.801, 4.244, -2.254)  -0.41
C (-2.178, 4.894, -2.255)  -0.03
O (-0.069, 4.713, -1.041)  -0.10
H (0.300, 2.476, -2.033)  0.08
H (-1.123, 2.222, -3.016)  0.09
H (-1.211, 2.419, -1.217)  0.06
H (-0.196, 4.603, -3.103)  0.14
H (-2.783, 4.493, -1.450)  0.07
H (-2.677, 4.809, -3.217)  0.09
H (-2.013, 5.970, -2.109)  0.08
H (-0.412, 5.573, -0.772)  0.08
C (-6.250, 1.535, -2.026)  -0.05
C (-5.215, 1.745, -0.911)  -0.50
C (-3.902, 0.961, -1.179)  -0.05
O (-4.874, 3.089, -0.874)  -0.06
H (-7.220, 1.847, -1.647)  0.07
H (-6.315, 0.478, -2.268)  0.07
H (-5.972, 2.079, -2.928)  0.08
H (-5.650, 1.399, 0.059)  0.14
H (-4.036, -0.091, -0.998)  0.06
H (-3.129, 1.396, -0.552)  0.05
H (-3.498, 1.182, -2.165)  0.08
H (-4.471, 3.263, -0.021)  0.04
C (-0.234, -3.963, 3.410)  -0.05
C (0.362, -4.549, 2.166)  -0.51
C (0.803, -5.983, 2.333)  -0.05
O (-0.645, -4.524, 1.134)  -0.07
H (-0.893, -4.698, 3.892)  0.09
H (-0.813, -3.093, 3.052)  0.08
H (0.545, -3.615, 4.092)  0.07
H (1.258, -3.976, 1.828)  0.13
H (-0.055, -6.626, 2.492)  0.09
H (1.621, -6.070, 3.045)  0.09
H (1.145, -6.284, 1.349)  0.06
H (-0.380, -5.083, 0.387)  0.05
C (-1.728, 4.972, 2.175)  -0.04
C (-2.059, 3.511, 1.868)  -0.49
C (-1.484, 2.661, 2.994)  -0.05
O (-3.432, 3.219, 1.660)  -0.05
H (-2.389, 5.321, 2.957)  0.08
H (-1.961, 5.576, 1.307)  0.07
H (-0.676, 5.081, 2.439)  0.07
H (-1.526, 3.229, 0.944)  0.11
H (-2.057, 2.894, 3.886)  0.08
H (-0.394, 2.695, 3.095)  0.08
H (-1.773, 1.631, 2.800)  0.07
H (-3.914, 3.367, 2.489)  0.11
C (2.329, 5.049, 1.697)  -0.05
C (2.642, 3.800, 0.831)  -0.44
C (3.711, 2.897, 1.431)  -0.04
O (1.389, 3.049, 0.730)  -0.10
H (3.168, 5.707, 1.967)  0.08
H (1.832, 4.660, 2.588)  0.07
H (1.593, 5.629, 1.127)  0.06
H (2.994, 4.138, -0.166)  0.14
H (3.482, 2.712, 2.475)  0.08
H (4.688, 3.355, 1.319)  0.08
H (3.704, 1.971, 0.824)  0.08
H (0.794, 3.571, 0.175)  0.03
O (3.483, -1.955, 0.849)  -0.09
C (4.205, -1.443, -0.279)  -0.23
C (5.613, -1.217, 0.142)  -0.27
O (6.142, -2.313, 0.842)  -0.06
H (2.774, -1.338, 1.056)  0.03
H (4.153, -2.234, -1.036)  0.10
H (3.694, -0.548, -0.642)  0.12
H (5.713, -0.325, 0.782)  0.12
H (6.293, -1.125, -0.714)  0.13
H (5.548, -2.450, 1.586)  0.08
C (2.025, -3.828, -2.537)  -0.06
C (1.947, -4.685, -1.299)  -0.27
O (0.679, -5.369, -1.323)  -0.11
H (2.067, -4.476, -3.416)  0.09
H (2.852, -3.128, -2.407)  0.07
H (1.075, -3.293, -2.593)  0.06
H (1.944, -4.023, -0.443)  0.09
H (2.761, -5.399, -1.132)  0.13
H (0.755, -5.964, -2.071)  0.10
C (2.553, 0.481, 4.910)  -0.09
C (3.091, -0.602, 4.042)  -0.33
O (3.673, -1.653, 4.832)  -0.09
H (3.331, 0.950, 5.509)  0.08
H (1.822, -0.067, 5.514)  0.08
H (1.975, 1.247, 4.373)  0.07
H (3.963, -0.294, 3.467)  0.11
H (2.347, -1.024, 3.357)  0.10
H (2.986, -2.097, 5.353)  0.08
C (-3.692, -2.959, -2.682)  -0.08
C (-2.721, -3.757, -1.859)  -0.30
O (-1.510, -3.732, -2.618)  -0.11
H (-3.846, -3.517, -3.618)  0.09
H (-3.201, -1.997, -2.872)  0.06
H (-4.628, -2.812, -2.137)  0.08
H (-3.026, -4.768, -1.671)  0.11
H (-2.520, -3.228, -0.909)  0.10
H (-0.822, -4.278, -2.239)  0.04
C (0.707, -0.512, -4.464)  -0.08
C (-0.763, -0.816, -4.604)  -0.32
O (-0.910, -2.162, -5.067)  -0.10
H (0.934, 0.422, -3.924)  0.07
H (1.149, -0.475, -5.457)  0.07
H (1.107, -1.395, -3.961)  0.06
H (-1.267, -0.162, -5.330)  0.11
H (-1.307, -0.730, -3.652)  0.09
H (-0.994, -2.741, -4.301)  0.03
C (-0.300, -0.787, -0.493)  -0.08
C (-0.053, -0.046, 0.781)  -0.28
O (1.372, 0.120, 0.885)  -0.10
H (0.067, -0.200, -1.347)  0.07
H (-1.310, -1.186, -0.578)  0.07
H (0.343, -1.684, -0.456)  0.08
H (-0.447, -0.677, 1.604)  0.12
H (-0.614, 0.919, 0.737)  0.10
H (1.591, 1.059, 0.841)  0.04

SMILES: CC(C)O.CC(C)O.CC(C)O.CC(C)O.CC(C)O.OCCO.CCO.CCO.CCO.CCO.CCO
Orbital gap (eV): 10.201
Calculated total energy (Eh): -1977.11757

C5H7N | wB97M-V/def2-TZVPD

Each line ends with the natural charge from an NBO analysis.
CARTESIAN COORDINATES (ANGSTROEM)
C (1.690, -0.063, -0.192)  -0.62
C (0.465, 0.134, 0.674)  0.10
C (-0.424, 1.184, 0.521)  -0.27
C (-1.662, 0.635, 0.084)  -0.28
C (-1.489, -0.730, -0.015)  -0.12
N (-0.281, -1.009, 0.560)  -0.50
H (2.349, -0.877, 0.120)  0.21
H (1.239, -0.358, -1.142)  0.20
H (2.249, 0.849, -0.373)  0.22
H (-0.156, 2.233, 0.489)  0.22
H (-2.517, 1.190, -0.278)  0.22
H (-1.623, -1.281, -0.924)  0.22
H (0.161, -1.909, 0.477)  0.39

SMILES: Cc1ccc[nH]1
Orbital gap (eV): 8.686
Calculated total energy (Eh): -249.39214
Energy relative to the best compared isomer or geometry (same formula, charge and spin) (kJ/mol): 212.9

C22H23Br4N3O6 | wB97M-V/def2-TZVPD

Each line ends with the natural charge from an NBO analysis.
CARTESIAN COORDINATES (ANGSTROEM)
O (-5.422, 6.827, 0.339)  -0.37
N (-5.270, 5.628, 0.215)  0.52
O (-4.830, 5.124, -0.805)  -0.37
C (-5.690, 4.775, 1.263)  0.02
C (-4.997, 3.617, 1.559)  -0.17
C (-5.324, 2.765, 2.641)  -0.22
C (-6.447, 3.090, 3.391)  -0.17
C (-7.160, 4.323, 3.144)  -0.21
C (-6.777, 5.115, 2.065)  -0.18
H (-4.198, 3.414, 0.861)  0.24
H (-4.768, 1.865, 2.858)  0.23
H (-6.677, 2.529, 4.285)  0.22
H (-7.950, 4.509, 3.855)  0.23
H (-7.332, 6.016, 1.847)  0.24
O (-2.666, -4.380, 2.764)  -0.39
N (-2.837, -4.415, 1.540)  0.53
O (-2.312, -3.707, 0.725)  -0.35
C (-3.848, -5.345, 1.088)  0.01
C (-3.909, -5.712, -0.281)  -0.17
C (-4.781, -6.648, -0.819)  -0.23
C (-5.574, -7.335, 0.135)  -0.15
C (-5.454, -7.144, 1.529)  -0.23
C (-4.660, -6.085, 1.961)  -0.17
H (-3.214, -5.238, -0.959)  0.24
H (-4.861, -6.916, -1.862)  0.23
H (-6.193, -8.169, -0.161)  0.21
H (-6.106, -7.663, 2.217)  0.23
H (-4.457, -5.934, 3.011)  0.24
O (2.777, -1.232, -3.631)  -0.37
N (3.284, -0.137, -3.459)  0.52
O (3.887, 0.148, -2.431)  -0.38
C (3.200, 0.892, -4.490)  0.01
C (2.875, 0.592, -5.828)  -0.17
C (2.915, 1.535, -6.830)  -0.22
C (3.292, 2.821, -6.475)  -0.17
C (3.748, 3.141, -5.191)  -0.22
C (3.666, 2.145, -4.202)  -0.17
H (2.488, -0.382, -6.091)  0.24
H (2.586, 1.210, -7.806)  0.23
H (3.230, 3.460, -7.344)  0.22
H (4.040, 4.170, -5.039)  0.23
H (3.926, 2.355, -3.175)  0.25
Br (2.172, 4.155, 1.984)  -0.06
C (1.982, 2.391, 3.027)  -0.39
C (3.218, 1.937, 3.777)  -0.48
Br (3.807, 3.076, 5.239)  0.00
H (1.688, 1.682, 2.253)  0.23
H (1.116, 2.548, 3.669)  0.22
H (4.042, 1.887, 3.065)  0.23
H (3.154, 0.914, 4.149)  0.24
Br (9.680, -3.941, 1.516)  0.00
C (9.605, -2.386, 0.370)  -0.46
C (9.603, -1.153, 1.261)  -0.43
Br (9.199, 0.413, 0.132)  -0.02
H (8.689, -2.489, -0.212)  0.23
H (10.410, -2.353, -0.365)  0.23
H (10.600, -1.084, 1.697)  0.23
H (8.831, -1.218, 2.027)  0.23

SMILES: O=[N+]([O-])c1ccccc1.O=[N+]([O-])c1ccccc1.O=[N+]([O-])c1ccccc1.BrCCBr.BrCCBr
Orbital gap (eV): 9.331
Calculated total energy (Eh): -11763.55730
Energy relative to the best compared isomer or geometry (same formula, charge and spin) (kJ/mol): 172.5

C2H2F2OS | wB97M-V/def2-TZVPD

Each line ends with the natural charge from an NBO analysis.
CARTESIAN COORDINATES (ANGSTROEM)
O (-0.206, -1.844, -0.324)  -0.49
C (-0.098, -0.960, 0.485)  0.34
C (0.496, 0.448, 0.095)  0.54
F (1.180, 1.141, 1.059)  -0.32
F (1.176, 0.461, -1.081)  -0.32
S (-1.184, 1.288, -0.293)  -0.08
H (-0.283, -1.187, 1.588)  0.16
H (-1.082, 0.652, -1.529)  0.17

SMILES: O=CC(F)(F)S
Orbital gap (eV): 10.338
Calculated total energy (Eh): -750.52573
Energy relative to the best compared isomer or geometry (same formula, charge and spin) (kJ/mol): 78.7